(1)
Molecular formula: C4H6N4O2
Method: DFT, ωB97M-V with the def2-TZVPD basis set

Last column: Mulliken charge in e.
CARTESIAN COORDINATES (ANGSTROEM)
O1 2.045 1.419 -2.378  -0.59
O2 2.279 0.314 -0.416  -0.47
N1 -0.048 -1.391 0.627  0.37
N2 0.441 1.692 -0.727  -0.17
N3 -0.834 -2.458 0.737  -0.83
N4 -2.111 -0.629 0.606  -0.59
C1 -2.065 -2.032 0.816  -0.09
C2 1.603 1.175 -1.255  0.58
C3 -0.310 1.210 0.463  -0.88
C4 -0.857 -0.304 0.578  0.65
H1 2.789 -0.222 -1.034  0.32
H2 0.945 -1.307 0.783  0.28
H3 -2.982 -2.507 0.930  0.46
H4 0.268 1.186 1.347  0.33
H5 -0.063 2.032 -1.496  0.23
H6 -1.100 1.822 0.418  0.42

Results
* orbital gap: 10.72 eV
* HOMO level: -10.272 eV

***

(2)
Molecular formula: C27H33HgN4S5SbSe
Method: DFT, ωB97M-V with the def2-TZVPD basis set

Last column: Löwdin spin population.
CARTESIAN COORDINATES (ANGSTROEM)
Hg1 7.887 -17.907 3.495  0.07
Sb1 8.260 -13.475 2.611  0.00
Se1 11.423 -23.015 -3.143  0.00
S1 6.470 -19.704 8.591  -0.01
S2 6.125 -16.784 8.448  -0.01
S3 7.555 -16.455 5.954  0.27
S4 8.159 -19.811 6.127  0.30
S5 4.408 -18.422 10.306  0.07
N1 9.737 -18.709 1.020  0.01
N2 9.077 -21.077 2.283  0.00
N3 10.839 -23.543 -1.534  0.00
N4 11.079 -21.312 -2.853  0.00
C1 10.738 -11.687 2.691  0.00
C2 11.043 -14.084 3.525  0.00
C3 9.667 -21.122 1.052  0.00
C4 6.035 -13.443 4.716  0.00
C5 10.601 -21.190 -1.618  0.00
C6 7.283 -12.558 4.658  0.00
C7 7.016 -11.056 4.412  0.00
C8 5.771 -14.115 0.875  0.00
C9 10.299 -19.927 -0.994  0.00
C10 5.566 -18.321 9.186  0.02
C11 7.828 -14.177 -0.494  0.00
C12 7.098 -13.390 0.569  0.00
C13 10.534 -13.151 2.398  0.00
C14 9.961 -23.512 1.289  0.00
C15 10.004 -17.580 0.387  0.00
C16 10.980 -13.548 1.017  0.00
C17 6.978 -11.926 0.257  0.00
C18 7.290 -18.906 7.236  0.13
C19 8.851 -22.165 2.979  0.00
C20 10.451 -17.519 -0.929  0.00
C21 9.848 -19.889 0.354  0.00
C22 7.016 -17.504 7.137  0.12
C23 9.344 -23.405 2.529  0.00
C24 10.568 -18.757 -1.644  0.00
C25 8.265 -12.839 5.731  0.00
C26 10.066 -22.379 0.487  0.00
C27 10.557 -22.432 -0.891  0.00
H1 10.699 -16.522 -1.365  0.00
H2 5.928 -15.181 1.028  0.00
H3 10.343 -11.400 3.687  0.00
H4 7.119 -14.293 -1.362  0.00
H5 9.162 -24.251 3.233  0.00
H6 5.625 -13.329 5.716  0.00
H7 11.834 -11.409 2.644  0.00
H8 6.242 -10.703 5.113  0.00
H9 8.072 -15.200 -0.182  0.00
H10 6.621 -10.895 3.403  0.00
H11 8.569 -13.913 5.722  0.01
H12 10.625 -12.822 0.235  0.00
H13 5.174 -13.688 1.678  0.00
H14 10.439 -24.434 0.943  0.00
H15 8.758 -13.689 -0.809  0.00
H16 12.158 -13.899 3.610  0.00
H17 12.085 -13.537 0.917  0.00
H18 9.219 -12.218 5.671  0.00
H19 7.881 -11.385 0.497  0.00
H20 6.803 -11.757 -0.854  0.00
H21 5.255 -13.981 -0.090  0.00
H22 6.289 -14.528 4.616  0.00
H23 5.268 -13.149 3.973  0.00
H24 8.340 -22.053 3.956  0.00
H25 7.838 -12.642 6.690  0.00
H26 6.069 -11.529 0.780  0.00
H27 10.249 -11.121 1.840  0.00
H28 7.969 -10.471 4.450  0.00
H29 10.607 -13.922 4.541  0.00
H30 10.968 -18.768 -2.653  0.00
H31 9.864 -16.705 0.993  0.00
H32 10.597 -14.571 0.792  0.00
H33 10.904 -15.162 3.277  0.00

Results
* orbital gap (alpha / beta): 4.33 / 4.59 eV
* HOMO level (alpha / beta): -3.381 / -3.641 eV
* total charge: -1
* multiplicity: 2

***

Respective relative energy (zero: lowest compared OMol25 entry of this formula, charge and spin) values: 52.5; 57.3 kcal/mol.
Respective maximum force values: 5.027; 3.225 eV/A.